10 unconnected molecules or ions with the total composition C8H34NO10 in a non-equilibrium geometry. Source: the Open Molecules 2025 dataset; level of theory: ωB97M-V/def2-TZVPD.

XYZ file:
```
53
Properties=species:S:1:pos:R:3:mulliken_charge:R:1
N 33.25 10.18 16.99 0.479
H 32.88 9.31 17.35 0.207
H 33.85 10.57 17.71 0.443
H 32.53 10.80 16.64 0.386
H 33.78 9.83 16.21 -0.100
O 31.40 11.44 15.57 -1.169
H 30.81 12.18 15.34 0.103
O 33.75 9.01 14.66 -1.021
H 34.62 9.33 14.98 0.176
O 32.26 7.47 17.43 -0.815
C 31.66 7.69 18.68 -0.127
C 30.63 6.73 19.44 -0.629
O 29.36 6.28 18.99 -1.003
H 31.26 8.69 18.83 -0.043
H 32.47 7.77 19.40 0.162
H 30.42 7.25 20.38 0.228
H 31.21 5.89 19.79 0.211
C 35.88 12.01 19.63 -0.810
O 34.60 11.67 19.02 -0.482
H 36.63 11.90 18.85 0.216
H 35.80 13.06 19.93 0.243
H 36.05 11.37 20.50 0.399
H 34.19 11.20 19.74 0.261
C 37.33 10.68 13.68 -0.688
O 36.71 9.81 14.67 -0.405
H 37.16 11.72 13.97 0.211
H 38.39 10.53 13.88 0.219
H 37.08 10.50 12.63 0.250
H 35.75 9.87 14.59 0.161
C 31.97 14.59 16.86 -0.609
O 32.51 13.80 15.74 -0.621
H 32.36 15.61 16.90 0.271
H 30.90 14.60 16.65 0.250
H 32.16 14.15 17.84 0.203
H 32.13 12.92 15.74 0.450
C 35.77 6.68 18.28 -0.608
O 35.75 7.46 17.11 -0.325
H 36.81 6.42 18.47 0.243
H 35.30 7.30 19.04 0.208
H 35.20 5.78 18.07 0.231
H 35.91 8.37 17.38 0.238
C 35.54 13.50 16.03 -0.451
O 35.12 14.35 14.91 -0.626
H 35.75 14.09 16.92 0.265
H 34.90 12.64 16.26 0.106
H 36.52 13.08 15.83 0.334
H 34.17 14.34 14.87 0.413
C 28.70 11.28 17.38 -0.680
O 29.69 12.25 17.36 -0.516
H 28.15 11.32 16.44 0.221
H 29.09 10.27 17.46 0.282
H 28.01 11.44 18.21 0.214
H 30.38 11.99 16.74 0.444
```

charge	-3
energy relative to the best compared isomer or geometry (same formula, charge and spin)	41.4	kcal/mol